A molecular structure, C6H8HoO4S at a distorted geometry. Source: the OMol25 dataset; level of theory: ωB97M-V/def2-TZVPD.

Output
Charge: +3
HOMO-LUMO gap (alpha / beta) (eV): 7.5 / 7.7
Molecular weight (g mol⁻¹): 341.12
Multiplicity: 5

XYZ file:
```
20
C6H8HoO4S | the OMol25 dataset | ωB97M-V/def2-TZVPD
Ho -0.5066 -0.8850 -0.1663
C -0.0235 -2.3701 1.6314
O 0.2532 -2.9415 2.5633
C -1.2668 -3.1745 -1.1242
O -1.5914 -4.1978 -1.5136
C 1.4657 -1.7022 -1.1286
O 2.5531 -1.8404 -1.4933
C -2.7152 -0.9538 0.5496
O -3.7528 -0.8041 1.0372
H -1.0428 0.0662 -1.9207
H -1.2367 -0.6549 -2.0923
C 0.3395 2.8092 1.5354
S 0.1770 1.3289 0.6415
C 1.3576 1.4825 -0.6950
H -0.2845 2.7661 2.3978
H 0.0603 3.6040 0.8019
H 1.4324 2.8603 1.7642
H 1.0326 0.9742 -1.6173
H 1.4278 2.5701 -0.8352
H 2.3212 1.0627 -0.3359
```